A gas-phase ion, C7H11F3NO (charge +1) at a distorted geometry, computed with the ωB97M-V functional and the def2-TZVPD basis.

Last column: Löwdin charge in e.
Cartesian coordinates (Å):
F  -3.941  0.692  0.123  0.20
F  -3.494  -1.413  0.131  0.17
F  -2.943  -0.204  1.837  0.17
O  -1.690  1.012  -1.174  -0.01
N  0.483  0.820  -0.262  -0.04
C  1.411  -0.327  -0.516  -0.12
C  -3.050  -0.211  0.505  -0.57
C  3.103  -1.558  0.829  0.05
C  -0.348  1.105  -1.542  -0.07
C  2.399  -0.447  0.631  -0.15
C  -1.678  0.040  -0.140  -0.18
C  -0.602  0.625  0.753  0.00
H  -0.314  0.159  1.688  0.16
H  1.919  -0.116  -1.460  0.15
H  2.547  0.432  1.255  0.11
H  -1.362  -0.923  -0.558  0.17
H  3.544  -2.105  0.001  0.08
H  3.294  -1.952  1.820  0.08
H  -0.077  2.050  -2.003  0.16
H  0.844  -1.248  -0.581  0.14
H  1.052  1.633  -0.031  0.19
H  -0.142  0.297  -2.248  0.15
H  -0.956  1.639  0.945  0.17

Forces on atoms 1 to 3 (eV/Å):
0.06 0.16 0.18
0.02 -0.04 0.07
0.02 0.09 0.07

Values from the calculation:
- E_tot: -702.59283 hartree
- HOMO level: -13.38 eV
- Charge: +1
- HOMO-LUMO gap: 10.03 eV
- Largest force on an atom: 1.6 eV/Å
- SMILES string: C=CC[N@H+]1CO[C@H](C(F)(F)F)C1

A single C5H7N3 molecule at a distorted geometry, computed with the ωB97M-V functional and the def2-TZVPD basis.

Last column: Löwdin charge in e.
Cartesian coordinates (Å):
N  0.456  -1.434  0.084  0.17
N  -0.150  -0.213  0.621  -0.19
N  -1.098  -1.293  2.704  0.02
C  0.185  1.094  0.148  -0.22
C  0.937  -0.921  -1.141  -0.17
C  -1.042  -0.320  1.772  -0.22
C  0.440  0.121  -1.950  -0.13
C  0.039  1.245  -1.343  -0.06
H  1.260  1.152  0.359  0.12
H  -0.406  2.182  -1.686  0.11
H  -0.396  1.923  0.786  0.16
H  -1.453  0.663  1.929  0.08
H  0.262  -0.383  -3.119  0.19
H  -0.276  -2.076  2.464  0.10
H  1.243  -1.739  -1.628  0.04

Forces on atoms 1 to 3 (eV/Å):
0.51 7.30 -3.10
-2.47 -3.38 2.45
2.61 1.04 -3.87

Values from the calculation:
- E_tot: -358.80775 hartree
- HOMO level: -8.36 eV
- HOMO-LUMO gap: 8.01 eV
- Largest force on an atom: 8.0 eV/Å
- SMILES string: [H]/N=C\N1CC=CC=N1